No. 1
4 unconnected molecules or ions with the total composition C29H55BrNO7. Source: OMol25; level of theory: ωB97M-V/def2-TZVPD.

```
93
Properties=species:S:1:pos:R:3
C 6.6792 -4.4603 1.6622
C 7.2261 -3.4416 0.6601
C 6.1703 -2.4309 0.1902
C 6.1431 -1.1422 1.0131
C 5.3221 -0.0280 0.3704
C 3.8443 -0.4028 0.1907
C 2.8792 0.7808 0.2432
C 1.4437 0.3893 0.5949
C 0.5677 1.5919 0.9872
C -0.8941 1.5257 0.5225
C -1.8393 0.8245 1.4974
C -1.7087 -0.6967 1.4628
C -2.6283 -1.4285 2.4356
C -4.1263 -1.1763 2.2175
C -4.6380 -1.1147 0.7888
N -4.8323 -2.4504 0.0878
Br -6.1060 -3.5454 0.9751
C -3.5530 -3.1870 -0.1988
O -3.9171 -4.3362 -0.8392
C -2.8407 -5.2642 -1.0559
H 6.2112 -5.2949 1.1384
H 5.9240 -3.9987 2.3051
H 7.4598 -4.8728 2.3005
H 7.6307 -3.9731 -0.2029
H 8.0625 -2.8991 1.1105
H 5.1890 -2.9167 0.2424
H 6.3176 -2.1764 -0.8656
H 7.1716 -0.8012 1.1651
H 5.7377 -1.3483 2.0112
H 5.3920 0.8755 0.9835
H 5.7691 0.2274 -0.5963
H 3.7146 -0.9269 -0.7619
H 3.5710 -1.1301 0.9646
H 2.8705 1.3017 -0.7199
H 3.2297 1.5193 0.9730
H 1.4787 -0.3467 1.4060
H 0.9843 -0.1263 -0.2570
H 0.5803 1.7021 2.0768
H 1.0210 2.5051 0.5951
H -0.9261 0.9930 -0.4371
H -1.2759 2.5231 0.3098
H -1.6371 1.1638 2.5203
H -2.8670 1.1391 1.2779
H -0.6754 -0.9741 1.6814
H -1.8791 -1.0402 0.4331
H -2.4026 -1.1027 3.4543
H -2.4080 -2.5005 2.4279
H -4.7254 -1.8934 2.7835
H -4.3873 -0.1978 2.6290
H -3.9562 -0.5650 0.1359
H -5.6180 -0.6408 0.7460
H -5.2676 -2.2595 -0.8162
H -3.0441 -3.3333 0.7569
H -2.9763 -2.4959 -0.8278
H -2.4282 -5.1227 -2.0542
H -3.2544 -6.2633 -0.9555
H -2.0522 -5.1246 -0.3132
O -2.0440 4.1873 -2.1179
C -3.1773 4.1111 -1.7548
O -3.5062 3.4649 -0.5959
C -4.9323 3.4313 -0.4291
C -5.4664 4.5770 -1.2830
C -4.4399 4.6319 -2.4069
H -5.2945 2.4558 -0.7745
H -5.1443 3.5386 0.6329
H -6.4875 4.4107 -1.6201
H -5.4342 5.5114 -0.7259
H -4.6786 3.9624 -3.2376
H -4.2642 5.6243 -2.8137
O 8.4402 -6.7143 -0.4425
C 8.5049 -6.5184 -1.6182
O 7.5307 -5.8519 -2.2931
C 7.8251 -5.8229 -3.7002
C 9.3321 -6.0402 -3.8026
C 9.5973 -6.9216 -2.5893
H 7.2638 -6.6255 -4.1842
H 7.4840 -4.8660 -4.0872
H 9.6230 -6.4868 -4.7506
H 9.8531 -5.0881 -3.6965
H 9.4659 -7.9837 -2.8097
H 10.5708 -6.7950 -2.1233
O -5.7726 7.7965 -0.6539
C -6.6026 8.1883 0.1144
O -7.1117 7.3905 1.0850
C -8.1431 8.0854 1.8153
C -7.8670 9.5680 1.5868
C -7.2484 9.5549 0.1947
H -9.1098 7.7812 1.4086
H -8.0763 7.7712 2.8534
H -8.7665 10.1735 1.6684
H -7.1420 9.9288 2.3168
H -8.0004 9.6100 -0.5963
H -6.5077 10.3269 0.0046
```

Properties
E	-4293.185004	Eh
molecular weight	609.66	g/mol
highest occupied orbital energy	-11.4	eV
Kohn-Sham gap	6.97	eV
charge	+1

No. 2
A molecular structure, C26H25As2F3LiNO8S3. Source: OMol25; level of theory: ωB97M-V/def2-TZVPD.

```
69
Properties=species:S:1:pos:R:3
Li 0.3941 2.8824 -0.7148
S 1.5681 0.7677 -1.6390
C 1.5014 1.0550 -3.3795
C 1.8261 -0.0050 -4.2327
C 1.7990 0.1235 -5.6130
C 1.4500 1.3510 -6.1669
C 1.1496 2.4160 -5.3347
C 1.1681 2.3154 -3.9340
S 0.8202 3.7261 -2.9575
H 2.1119 -0.9472 -3.7786
H 2.0552 -0.7195 -6.2461
H 1.4198 1.4799 -7.2442
H 0.8877 3.3791 -5.7580
F -2.5491 5.4029 3.6173
C -1.3133 5.9217 3.4926
F -1.4148 7.1995 3.9748
F -0.5215 5.2772 4.3687
C -0.7856 5.9115 2.0898
C -0.4779 7.1159 1.4899
C 0.0374 7.1442 0.2016
C 0.2431 5.9244 -0.4212
N -0.0422 4.7562 0.1367
C -0.5834 4.6876 1.3823
S -0.9645 3.1354 1.9738
H -0.6414 8.0384 2.0312
H 0.2789 8.0720 -0.2973
H 0.6595 5.8694 -1.4221
C -3.2377 -1.7464 4.3516
O -2.5351 -2.0572 3.1464
C -1.2616 -1.5959 3.0704
O -0.7381 -0.9353 3.9244
C -0.6121 -1.9873 1.7850
C -0.4486 -3.2869 1.5187
As 0.5042 -4.0217 -0.1042
C 1.5641 -5.3634 0.8559
C 1.5610 -2.4195 -0.1899
C 0.6658 -1.4768 -0.6753
As -0.0995 -0.3294 0.6987
C -1.9509 -0.0324 0.1121
C -0.0348 -1.7530 -1.9825
O -1.1686 -1.4668 -2.2700
O 0.8156 -2.3096 -2.8670
C 0.2475 -2.5605 -4.1476
C 2.4968 -2.1191 0.8991
O 3.0318 -2.9321 1.6290
O 2.7853 -0.8060 0.9483
C 3.5723 -0.3644 2.0468
C -0.9393 -4.3178 2.4818
O -0.4643 -4.5272 3.5655
O -1.9596 -5.1133 2.0583
C -2.7586 -4.6805 0.9532
H -3.9054 -2.5838 4.5430
H -3.8102 -0.8299 4.2078
H -2.5439 -1.6105 5.1770
H 0.9415 -6.2528 0.9701
H 1.8975 -4.9931 1.8194
H 2.4336 -5.6071 0.2463
H -2.4544 -0.9564 -0.1508
H -1.9307 0.6297 -0.7514
H -2.4478 0.4781 0.9376
H 0.9887 -3.1449 -4.6878
H 0.0554 -1.6205 -4.6656
H -0.6866 -3.1145 -4.0567
H 3.8857 0.6448 1.7932
H 4.4321 -1.0157 2.1962
H 2.9642 -0.3484 2.9530
H -3.6786 -5.2589 1.0111
H -2.2646 -4.8759 0.0015
H -2.9885 -3.6185 1.0286
```

Properties
E	-7635.779335	Eh
molecular weight	789.47	g/mol
highest occupied orbital energy	-1.5	eV
energy relative to the best compared isomer or geometry (same formula, charge and spin)	1.5	kcal/mol
Kohn-Sham gap	5.76	eV
charge	-2

No. 3
3 unconnected molecules or ions with the total composition C38H63F18N3O2PS2 in a non-equilibrium geometry. Source: OMol25; level of theory: ωB97M-V/def2-TZVPD.

```
127
Properties=species:S:1:pos:R:3
C 0.5123 -1.9567 -0.6870
C -0.9024 -1.4510 -0.3547
C -0.9871 0.0880 -0.3418
P -2.3475 1.2401 -1.0681
C -1.5780 2.5942 0.0411
C -3.6164 0.7016 0.2885
C -3.3855 -0.4218 1.3069
C -2.6337 -0.0406 2.5961
S -1.6430 -1.3970 3.2946
C -0.1028 -0.7136 3.7233
S 0.5819 0.5956 3.0431
N 0.4991 -1.4968 4.7507
C 0.6648 -0.7729 6.0056
C -0.6756 -0.4352 6.6654
C 1.6745 -2.2618 4.3094
C 3.0169 -1.5265 4.2359
C -3.0536 -0.1640 -2.3585
F -3.9827 0.3999 -3.2079
F -3.7708 -1.1138 -1.6541
C -2.2624 -1.0483 -3.4020
F -0.9802 -1.3736 -3.1455
F -2.3019 -0.5362 -4.6660
C -3.8500 2.5579 -1.5990
F -3.6790 3.1457 -2.8330
F -5.0674 1.9229 -1.6999
C -4.2052 3.8400 -0.7225
F -3.4607 4.8919 -1.0990
F -5.4912 4.1745 -0.9488
F -4.0772 3.7054 0.6064
C -1.1309 1.8912 -2.5791
F -0.1235 0.9834 -2.7952
F -1.8277 1.8543 -3.7526
C -0.3358 3.2672 -2.7027
F 0.1188 3.1839 -3.9983
F -1.1165 4.3514 -2.7136
C 1.0349 3.5613 -1.9358
F 1.9226 4.0009 -2.8325
F 1.5317 2.4230 -1.4397
C 1.0917 4.6466 -0.7592
F 1.3180 4.0656 0.4066
F 0.0134 5.4032 -0.6565
F 2.1186 5.4631 -0.9824
H 0.8736 -1.5444 -1.6275
H 1.1941 -1.6067 0.0954
H 0.5275 -3.0484 -0.7125
H -1.6225 -2.0071 -0.9509
H -1.0661 -1.8251 0.6627
H -0.0008 0.4376 -0.6543
H -0.9376 0.3762 0.7122
H -1.7351 3.6225 -0.2556
H -0.5022 2.4500 0.0959
H -1.8994 2.5125 1.0818
H -4.5790 0.4630 -0.1620
H -3.8932 1.5657 0.8951
H -4.3922 -0.6638 1.6813
H -3.0928 -1.3978 0.9199
H -3.3351 0.2147 3.3900
H -1.9434 0.7921 2.4708
H 1.2115 0.1668 5.8401
H 1.2895 -1.3808 6.6626
H -1.0121 0.5618 6.3778
H -1.4324 -1.1494 6.3413
H -0.5812 -0.4643 7.7521
H 1.4364 -2.6443 3.3134
H 1.7459 -3.1406 4.9558
H 3.2062 -1.1628 3.2255
H 3.8310 -2.2069 4.4931
H 3.0797 -0.6691 4.9034
H -2.8325 -1.9870 -3.4502
C 8.4042 -3.5317 7.9414
C 7.7573 -2.8309 6.7301
C 8.8355 -2.2171 5.8357
C 9.4891 -0.9732 6.4358
C 8.4344 0.0557 6.8412
C 7.3436 -0.5133 7.7501
N 6.7870 -1.7745 7.1640
O 5.9344 -1.5132 6.2312
C 7.9000 -0.7520 9.1629
C 6.2131 0.4970 7.8987
C 6.9967 -3.9034 5.9606
H 8.6938 -4.5447 7.6642
H 9.3060 -3.0375 8.2966
H 7.7017 -3.6059 8.7716
H 8.3882 -1.9502 4.8734
H 9.5901 -2.9802 5.6304
H 10.1133 -1.2395 7.2933
H 10.1609 -0.5290 5.6992
H 8.9049 0.8994 7.3512
H 7.9676 0.4574 5.9368
H 7.1735 -1.2864 9.7762
H 8.0966 0.2101 9.6358
H 8.8348 -1.3051 9.1798
H 5.8186 0.8124 6.9362
H 6.5949 1.3780 8.4152
H 5.3926 0.0813 8.4847
H 6.2012 -4.3325 6.5715
H 7.6918 -4.6982 5.6892
H 6.5548 -3.5147 5.0468
C -5.1461 0.7142 -6.6701
C -5.2505 -0.5525 -7.5389
C -3.9298 -0.7961 -8.2699
C -3.6790 0.1877 -9.4117
C -4.8643 0.2225 -10.3767
C -6.2060 0.4749 -9.6854
N -6.3737 -0.4587 -8.5282
O -6.7626 -1.6246 -8.9241
C -6.3042 1.9420 -9.2378
C -7.3473 0.2501 -10.6691
C -5.5236 -1.7074 -6.5844
H -4.6998 0.4622 -5.7094
H -4.5155 1.4881 -7.1025
H -6.1300 1.1399 -6.4712
H -3.9277 -1.8142 -8.6737
H -3.1197 -0.7442 -7.5395
H -3.4765 1.1873 -9.0196
H -2.7806 -0.1117 -9.9551
H -4.7139 0.9962 -11.1340
H -4.9150 -0.7326 -10.9095
H -7.1902 2.0964 -8.6211
H -6.3903 2.5794 -10.1186
H -5.4387 2.2888 -8.6823
H -7.3033 -0.7356 -11.1261
H -7.2802 0.9970 -11.4611
H -8.3140 0.3556 -10.1751
H -6.4746 -1.5707 -6.0675
H -4.7276 -1.7322 -5.8406
H -5.5445 -2.6671 -7.0965
```

Properties
E	-4735.606834	Eh
2S+1	3
molecular weight	1031.01	g/mol
highest occupied orbital energy (alpha / beta)	-5.7 / -5.7	eV
Kohn-Sham gap (alpha / beta)	7.44 / 7.13	eV
charge	-1

No. 4
4 unconnected molecules or ions with the total composition C3H13NO3 in a non-equilibrium geometry. Source: OMol25; level of theory: ωB97M-V/def2-TZVPD.

```
20
Properties=species:S:1:pos:R:3
C -1.5025 -0.8787 0.4743
C -0.2355 -0.4444 0.5402
C 0.9735 -1.2889 0.2292
N 0.0570 0.8122 1.0851
H -2.2594 -0.5130 1.1493
H -1.6801 -1.7778 -0.0988
H 0.8921 -1.7172 -0.7735
H 1.8782 -0.6915 0.2336
H 0.9716 -2.1134 0.9288
H 0.9211 1.1862 0.7181
H -0.6905 1.4664 0.8750
O -2.0818 3.1235 1.2332
H -1.7305 3.2888 0.3524
H -2.7562 2.4552 1.0549
O -3.0244 1.5455 -0.9920
H -2.7951 1.7967 -1.8929
H -2.5699 0.6949 -0.8622
O 5.1531 -2.4071 -1.7807
H 5.6514 -2.9169 -1.1366
H 4.8278 -1.6203 -1.3372
```

Properties
E	-402.543970	Eh
molecular weight	111.14	g/mol
highest occupied orbital energy	-8.4	eV
energy relative to the best compared isomer or geometry (same formula, charge and spin)	22.9	kcal/mol
Kohn-Sham gap	8.90	eV
SMILES string	C=C(C)N.O.O.O

Question: Which of these has the lowest molecular weight?
Answer: C3H13NO3

Question: Number 2 is which compound?
Answer: C26H25As2F3LiNO8S3

Question: Look up the molecular weight of the second one.
Answer: 789.47 g/mol

Repeat the fourth record exactly.
4 unconnected molecules or ions with the total composition C3H13NO3 in a non-equilibrium geometry. Source: OMol25; level of theory: ωB97M-V/def2-TZVPD.

```
20
Properties=species:S:1:pos:R:3
C -1.5025 -0.8787 0.4743
C -0.2355 -0.4444 0.5402
C 0.9735 -1.2889 0.2292
N 0.0570 0.8122 1.0851
H -2.2594 -0.5130 1.1493
H -1.6801 -1.7778 -0.0988
H 0.8921 -1.7172 -0.7735
H 1.8782 -0.6915 0.2336
H 0.9716 -2.1134 0.9288
H 0.9211 1.1862 0.7181
H -0.6905 1.4664 0.8750
O -2.0818 3.1235 1.2332
H -1.7305 3.2888 0.3524
H -2.7562 2.4552 1.0549
O -3.0244 1.5455 -0.9920
H -2.7951 1.7967 -1.8929
H -2.5699 0.6949 -0.8622
O 5.1531 -2.4071 -1.7807
H 5.6514 -2.9169 -1.1366
H 4.8278 -1.6203 -1.3372
```

Properties
E	-402.543970	Eh
molecular weight	111.14	g/mol
highest occupied orbital energy	-8.4	eV
energy relative to the best compared isomer or geometry (same formula, charge and spin)	22.9	kcal/mol
Kohn-Sham gap	8.90	eV
SMILES string	C=C(C)N.O.O.O